Model i:
A cluster of 2 separate species, CH2Cl2NO2S in total, computed with ωB97M-V/def2-TZVPD.

LUMO energy   3.39 eV
Frontier orbital gap   7.15 eV
Total charge   -1

Each line ends with the Löwdin charge.
Positions of all 9 atoms, in Å:
H1 -1.2022 2.1710 0.3550  -0.0240
Cl1 1.4535 -2.3636 -0.0061  0.4718
O1 -1.5078 -1.1438 0.7256  -0.5438
O2 0.6039 0.2601 0.8389  -0.6212
Cl2 2.5113 -0.1945 -1.4864  0.3912
C1 2.4724 -1.0014 0.0761  -0.9495
S1 -0.5955 -0.2120 0.0858  0.4813
H2 -2.1343 1.1879 -0.7307  -0.0061
N1 -1.6013 1.2962 0.1417  -0.1996

---

Model ii:
The ion CH2Cl2NO2S with charge -1, computed with ωB97M-V/def2-TZVPD.

LUMO energy   3.67 eV
SMILES string   N[S@](=O)([O-])=C(Cl)Cl
Frontier orbital gap   7.56 eV
Total charge   -1

Each line ends with the Löwdin charge.
Positions of all 9 atoms, in Å:
C1 -1.1764 -0.7750 -0.7733  -1.1433
O1 -0.4398 0.8582 1.5669  -0.4354
O2 -0.0872 1.8815 -0.6645  -0.4208
Cl1 -2.6860 -0.1680 -0.2411  0.4002
S1 -0.0554 0.6996 0.1765  0.4206
H1 1.6187 -0.8767 0.1185  -0.0194
H2 1.9922 0.3681 -0.7720  0.0478
N1 1.6019 0.1230 0.1596  -0.1318
Cl2 -0.7681 -2.1107 0.4292  0.2820

---

Which is most stable, and by how much? model ii, by 33.6 kcal/mol.